[1]
Entry from the Open Molecules 2025 dataset: a cluster of 2 separate species, C6H6FN3 in total in a non-equilibrium geometry (ωB97M-V/def2-TZVPD).

Geometry as ORCA input:
```
! wB97M-V def2-TZVPD RIJCOSX def2/J DEFGRID3
* xyz 0 1
C 1.79694 1.71724 -0.15550
C 2.07023 -0.29231 0.33670
C -0.15872 -2.32656 -0.04964
C -2.30431 1.73693 0.23336
C -0.18403 -1.05545 -0.41760
C -3.05849 0.81298 0.24678
N 2.69733 0.85342 0.36413
N 0.66504 1.15999 -0.49820
N 0.82962 -0.13618 -0.18505
F -3.84039 -0.20827 0.29862
H 1.99394 2.76207 -0.27800
H 2.47338 -1.22587 0.66748
H 0.66762 -2.76887 0.47735
H -0.99093 -2.96845 -0.27051
H -1.64101 2.54416 0.16760
H -1.01620 -0.60483 -0.93754
*
```

As for the calculated total energy: -13503.0442 eV. As for the structure (SMILES): C=Cn1cncn1.C#CF. The HOMO-LUMO gap is 10.2503 eV. The lowest unoccupied orbital energy comes out at 0.76 eV. The HOMO energy comes out at -0.3487 Ha.

=====

[2]
Entry from the Open Molecules 2025 dataset: a cluster of 2 separate species, C28H34N2O4 in total in a non-equilibrium geometry (ωB97M-V/def2-TZVPD).

Geometry as ORCA input:
```
! wB97M-V def2-TZVPD RIJCOSX def2/J DEFGRID3
* xyz 0 1
C -6.53457 -1.38887 4.02335
N -6.46455 -1.02886 2.62151
C -7.75916 -0.99416 1.97254
C -5.25165 -0.84520 1.93676
C -4.68109 -1.89174 1.17934
C -3.48200 -1.70100 0.49790
C -2.86328 -0.44585 0.50249
C -1.66754 -0.17001 -0.43538
C -0.32581 -0.40428 0.13453
C 0.07049 0.62024 1.11040
O -0.03030 1.80893 0.88525
O 0.50824 0.19543 2.35566
C 1.20634 -1.07058 2.38238
C 2.51003 -0.95153 1.63143
C 1.42788 -1.47273 3.84368
O 0.36072 -2.08065 1.77205
C -0.11804 -1.81249 0.51371
O -0.41394 -2.73259 -0.22367
C -3.40684 0.59770 1.25668
C -4.57514 0.39572 1.98466
H -5.54235 -1.36039 4.47879
H -7.20286 -0.69067 4.55137
H -6.96233 -2.39811 4.14467
H -7.65692 -0.62206 0.94945
H -8.22113 -1.99359 1.95210
H -8.43526 -0.33136 2.53350
H -5.18165 -2.85727 1.16149
H -3.03263 -2.52490 -0.05653
H -1.72830 -0.82971 -1.30587
H -1.66706 0.88146 -0.74933
H 2.29584 -0.68322 0.59195
H 3.11680 -0.15153 2.07682
H 3.04994 -1.90854 1.66894
H 0.47030 -1.54223 4.36608
H 1.93361 -2.44429 3.88270
H 2.06029 -0.72789 4.33912
H -2.92058 1.57534 1.26113
H -4.99883 1.19390 2.58982
C 6.52896 2.62330 -1.93560
C 7.08775 1.80368 -0.75715
C 5.93500 0.94426 -0.22579
N 4.76155 1.30316 -1.02133
C 3.64158 0.57352 -0.97573
C 2.34826 1.01652 -1.28252
C 1.26125 0.11634 -1.48439
C 0.37537 0.31419 -2.62957
C -0.30995 -0.75308 -3.26999
C -0.58917 -0.63964 -4.62590
C -0.33728 0.57500 -5.28452
C 0.01745 1.71165 -4.54960
C 0.27640 1.60139 -3.19297
C 5.01798 2.33912 -2.00893
H 6.70002 3.69508 -1.80601
H 7.00558 2.31154 -2.87014
H 7.91220 1.16085 -1.08388
H 7.45573 2.46119 0.03613
H 6.16364 -0.12843 -0.31682
H 5.74933 1.14277 0.84189
H 3.78443 -0.45776 -0.67693
H 2.19408 2.08826 -1.42669
H 1.43302 -0.93202 -1.19154
H -0.57626 -1.65228 -2.71566
H -1.00102 -1.47906 -5.17598
H -0.42070 0.63039 -6.36880
H 0.09905 2.68779 -5.02837
H 0.44684 2.47125 -2.55843
H 4.43231 3.23617 -1.77886
H 4.71998 2.02246 -3.01742
*
```

As for the calculated total energy: -40755.0217 eV. The HOMO-LUMO gap is 6.7533 eV. The lowest unoccupied orbital energy comes out at -0.72 eV. The HOMO energy comes out at -0.2745 Ha.

=====

[3]
Entry from the Open Molecules 2025 dataset: a cluster of 2 separate species, C14H27BrIN4O2 in total (ωB97M-V/def2-TZVPD).

Geometry as ORCA input:
```
! wB97M-V def2-TZVPD RIJCOSX def2/J DEFGRID3
* xyz 1 1
C 4.00868 1.23305 2.04860
C 3.56283 -0.16998 1.62836
C 2.40689 -0.76061 2.42830
Br 2.81583 -0.71160 4.31374
N 1.09462 -0.03522 2.20385
C -0.05822 -0.67138 2.93464
C -1.36579 0.11130 2.76392
C -2.51284 -0.85539 3.09370
C -3.88765 -0.31058 2.71915
C -4.21246 1.00946 3.40006
I -5.37395 -1.74769 3.27841
N -1.49247 0.72683 1.43324
C -0.72966 -0.05528 0.46442
C 0.75756 0.05280 0.72923
O 1.26307 1.34828 0.35422
C 1.39154 1.47595 -0.93847
N 1.32536 1.61099 -2.07830
H 4.67235 1.19661 2.90791
H 3.17286 1.89657 2.27528
H 4.57693 1.68439 1.23707
H 4.39354 -0.85723 1.79356
H 3.35208 -0.20926 0.55932
H 2.23732 -1.79570 2.14101
H 1.22748 0.93218 2.52125
H -0.12139 -1.68647 2.54069
H 0.17447 -0.76169 3.99072
H -1.39940 0.90243 3.51443
H -2.50701 -1.03749 4.17261
H -2.36012 -1.82832 2.61832
H -3.95157 -0.19556 1.64080
H -3.48043 1.77797 3.14166
H -5.18909 1.37555 3.09167
H -4.22735 0.88374 4.48389
H -1.06351 1.64779 1.47718
H -1.05034 -1.09682 0.47035
H -0.94701 0.31553 -0.53919
H 1.31998 -0.72384 0.20938
C 0.24500 0.17343 -4.82358
C -0.63924 -0.75353 -5.62547
O -1.62555 -1.27384 -5.12743
N -0.29844 -0.99237 -6.91635
C 0.82745 -0.46334 -7.66195
H -0.17838 0.25311 -3.82871
H 1.25942 -0.21985 -4.74666
H 0.28544 1.16910 -5.26562
H -0.93046 -1.61896 -7.39022
H 0.47796 0.10153 -8.52709
H 1.46427 -1.27567 -8.01504
H 1.42184 0.19528 -7.03749
*
```

As for the calculated total energy: -103146.9718 eV. The HOMO-LUMO gap is 8.2312 eV. The lowest unoccupied orbital energy comes out at -2.89 eV. The HOMO energy comes out at -0.4086 Ha.

=====

[4]
Entry from the Open Molecules 2025 dataset: a structure of composition C21H27BN4OReS3 in a non-equilibrium geometry (ωB97M-V/def2-TZVPD).

Geometry as ORCA input:
```
! wB97M-V def2-TZVPD RIJCOSX def2/J DEFGRID3
* xyz 2 2
Re 0.29759 0.02592 -0.34012
C -3.15806 1.50621 -2.58342
C -1.84943 0.96706 -2.14500
N -1.43279 1.00359 -0.90897
N -2.03777 1.76479 0.01539
C -1.22754 2.00028 1.01727
O 0.00757 1.50258 0.96571
C -1.69749 2.82342 2.11565
C -3.06747 3.08473 2.24174
C -3.52546 3.87193 3.27872
C -2.62839 4.41440 4.19171
C -1.26585 4.17011 4.06354
C -0.80014 3.38099 3.03107
C -0.82762 0.48256 -3.05482
C -0.95661 0.46746 -4.43436
C 0.14638 0.16594 -5.21954
C 1.35901 -0.11233 -4.60365
C 1.41754 -0.12657 -3.22410
N 0.35466 0.15774 -2.46645
H -3.72272 1.85414 -1.72459
H -3.02634 2.33584 -3.28101
H -3.72280 0.72522 -3.09740
H -3.75168 2.65221 1.52628
H -4.58283 4.07641 3.37373
H -2.98787 5.03748 4.99935
H -0.56795 4.61233 4.76120
H 0.26101 3.21869 2.90801
H -1.91066 0.70933 -4.88059
H 0.06260 0.15404 -6.29762
H 2.24324 -0.33167 -5.18380
H 2.33344 -0.38491 -2.70696
C 2.60708 -2.82584 2.69161
C 2.68324 -2.41359 1.23769
S 2.44651 -0.62991 0.76413
C 2.95419 0.38154 2.19901
C 2.00307 0.66816 3.38561
S 0.33119 -0.07664 3.37706
C 0.29365 -0.96210 4.97231
C 1.03404 -2.31231 4.93268
S 0.90286 -3.08530 3.28414
H 3.11061 -2.11189 3.34095
H 3.10634 -3.78936 2.79284
H 1.96291 -2.96764 0.63793
H 3.68318 -2.62533 0.85886
H 3.25282 1.31658 1.72581
H 3.86648 -0.10395 2.54390
H 1.83090 1.73947 3.44776
H 2.47879 0.34767 4.30961
H -0.76943 -1.10427 5.16264
H 0.69457 -0.29810 5.73698
H 0.61190 -3.01458 5.64861
H 2.09252 -2.19793 5.15707
B -0.03512 -4.41679 -1.52062
C 0.01560 -2.97819 -1.10549
N 0.13783 -1.83519 -0.83950
H -0.92120 -4.57279 -2.31753
H 1.04284 -4.65774 -2.00881
H -0.26913 -5.11580 -0.56980
*
```

As for the calculated total energy: -65517.0490 eV. The HOMO-LUMO gap (alpha / beta) is 3.5971 / 4.2350 eV. The lowest unoccupied orbital energy (alpha / beta) comes out at -9.66 / -9.12 eV. The HOMO energy (alpha / beta) comes out at -0.4871 / -0.4907 Ha.

=====

[5]
Entry from the Open Molecules 2025 dataset: a cluster of 9 separate species, H18O9 in total in a non-equilibrium geometry (ωB97M-V/def2-TZVPD).

Geometry as ORCA input:
```
! wB97M-V def2-TZVPD RIJCOSX def2/J DEFGRID3
* xyz 0 1
H 0.68496 0.81066 0.12856
H 0.13948 1.31185 -1.19857
H 2.72596 -2.43994 -1.38680
H 3.26239 -2.21883 -2.79157
H -3.65192 2.55655 -0.35988
H -3.15573 1.12882 -0.20044
H -2.28568 1.11065 1.57351
H -2.04666 2.28068 2.51370
H -3.09930 1.09787 -4.26633
H -4.02685 0.26942 -3.39261
H 1.51021 -0.05375 3.37073
H 2.06316 -0.32264 4.76068
H 1.16658 -3.17321 1.99574
H 1.96127 -2.80715 0.75296
H 3.22699 -1.70971 1.93688
H 2.50582 -0.37974 1.79144
H -0.64731 2.11412 -2.57966
H -0.80143 0.60285 -2.53113
O 0.24912 0.50911 -0.67649
O 2.48162 -2.52324 -2.31542
O -3.18410 1.97863 0.25343
O -2.04510 1.31730 2.48368
O -3.38028 0.98304 -3.35153
O 2.30459 -0.35181 3.82802
O 1.30322 -2.45781 1.36445
O 3.15387 -0.94448 1.35544
O -0.41487 1.31076 -3.05880
*
```

As for the calculated total energy: -18718.3912 eV. As for the structure (SMILES): O.O.O.O.O.O.O.O.O. The HOMO-LUMO gap is 10.4599 eV. The lowest unoccupied orbital energy comes out at 0.32 eV. The HOMO energy comes out at -0.3727 Ha.

=====

[6]
Entry from the Open Molecules 2025 dataset: an isolated molecule of C4H6N2 in a non-equilibrium geometry (ωB97M-V/def2-TZVPD).

Geometry as ORCA input:
```
! wB97M-V def2-TZVPD RIJCOSX def2/J DEFGRID3
* xyz 0 1
C -1.55174 -0.20377 -0.09772
C -0.61789 0.96673 -0.10270
C 0.77076 0.93028 0.13078
C 0.63425 -1.29698 -0.03678
H -2.38437 -0.21099 -0.70680
H -2.10102 0.06613 0.76282
H -0.91808 1.97462 -0.06678
H 1.61811 1.79898 -0.03921
H 2.44586 -0.03951 0.12491
H 1.22498 -2.30404 0.28657
N 1.49270 -0.25176 -0.24797
N -0.61356 -1.42968 -0.00711
*
```

As for the calculated total energy: -7221.9112 eV. As for the structure (SMILES): C1=CNC=NC1. The HOMO-LUMO gap is 9.0200 eV. The lowest unoccupied orbital energy comes out at 0.80 eV. The HOMO energy comes out at -0.3020 Ha.

=====

[7]
Entry from the Open Molecules 2025 dataset: an isolated molecule of C5HBr3N2 in a non-equilibrium geometry (ωB97M-V/def2-TZVPD).

Geometry as ORCA input:
```
! wB97M-V def2-TZVPD RIJCOSX def2/J DEFGRID3
* xyz 0 1
C 1.76786 0.51913 -0.89794
C -0.50583 0.81860 -0.21333
C -0.99439 0.20209 0.86200
C -0.37198 -1.12745 0.85831
C 0.45783 -0.08583 -0.88081
N 2.81533 0.89822 -1.12830
N 0.48568 -1.36272 -0.04798
Br -2.02597 0.95783 2.28156
Br -0.69807 -2.25067 2.25246
Br -0.13524 -0.40306 -2.74777
H -0.79522 1.83386 -0.33821
*
```

As for the calculated total energy: -218306.7579 eV. As for the structure (SMILES): N#C[C@]1(Br)C=C(Br)C(Br)=N1. The HOMO-LUMO gap is 9.1573 eV. The lowest unoccupied orbital energy comes out at -1.19 eV. The HOMO energy comes out at -0.3802 Ha.

=====

[8]
Entry from the Open Molecules 2025 dataset: a cluster of 2 separate species, H5NO in total in a non-equilibrium geometry (ωB97M-V/def2-TZVPD).

Geometry as ORCA input:
```
! wB97M-V def2-TZVPD RIJCOSX def2/J DEFGRID3
* xyz 0 1
H -1.23011 1.00087 -0.00349
H -1.78400 -0.50881 0.77130
H -0.45967 -0.48591 -0.27460
H 1.84918 -0.70314 -0.44441
H 1.68093 0.78574 -0.06732
N -1.39257 -0.04892 -0.09755
O 1.33624 -0.03984 0.11608
*
```

As for the calculated total energy: -3618.2574 eV. As for the structure (SMILES): N.O. The HOMO-LUMO gap is 9.8777 eV. The lowest unoccupied orbital energy comes out at 0.73 eV. The HOMO energy comes out at -0.3362 Ha.